Here is a 11-piece molecular cluster, C40H111N8O10 overall from the OMol25 dataset. Energies are from ωB97M-V with the def2-TZVPD basis set.

Cartesian coordinates (Å):
C  -9.08703  -5.41932  -1.99130
C  -8.58740  -4.19237  -2.84527
C  -7.04269  -4.27761  -2.87737
O  -6.71213  -5.23063  -3.82967
C  -5.37407  -5.71750  -3.79381
N  -9.00608  -4.38663  -4.29742
H  -8.19204  -4.82440  -4.74590
H  -9.77841  -4.99180  -4.36528
H  -9.24929  -3.56221  -4.81460
H  -8.30562  -5.83817  -1.33565
H  -9.53104  -6.01397  -2.74479
H  -9.94405  -5.09747  -1.41609
H  -9.00867  -3.23118  -2.65378
H  -6.61971  -4.54205  -1.93528
H  -6.60642  -3.32782  -3.15925
H  -5.22204  -6.02328  -2.78262
H  -4.50104  -4.93281  -4.13475
H  -5.33034  -6.58725  -4.38370
C  10.23887  -7.74839  -0.30406
C  10.99469  -7.40731  0.98369
C  8.37383  9.84201  -12.81206
O  7.61441  8.90304  -12.64754
C  6.99715  8.22312  -13.87618
N  10.38351  -6.81847  1.95709
H  4.63614  -4.94511  0.76838
H  10.89400  -6.73912  2.79083
H  9.42842  -6.46973  1.72511
H  10.74814  -7.32870  -1.13793
H  9.20149  -7.51108  -0.08624
H  10.29044  -8.81321  -0.42307
H  12.08402  -7.56191  1.22421
H  9.03453  10.19671  -11.93289
H  8.46310  10.35418  -13.77508
H  6.10572  7.68466  -13.53617
H  7.73611  7.47545  -14.27863
H  6.87982  9.06101  -14.55847
C  -7.36673  7.05744  6.76430
N  -7.79058  8.25142  7.70736
C  -7.74016  9.48323  6.75592
C  -9.20121  8.01780  8.17500
C  -6.97905  8.70317  8.78151
C  -6.73586  7.86204  10.07920
O  -7.21841  6.55954  10.26545
H  -7.75631  7.22783  5.70605
H  -7.75040  6.09313  7.15775
H  -6.26763  6.89942  6.55404
H  -8.52686  9.37305  5.97275
H  -6.74642  9.64767  6.41806
H  -7.93774  10.38908  7.24493
H  -9.64713  8.96378  8.42906
H  -9.08578  7.39998  9.08112
H  -9.66956  7.58486  7.34500
H  -7.50863  9.51739  9.27496
H  -5.91423  8.70306  8.49019
H  3.68495  11.59176  5.00283
H  -6.35514  8.43448  10.88637
H  -6.97403  6.07154  11.10587
C  9.52141  -3.41044  9.52683
N  8.28763  -2.91228  10.18173
C  8.55619  -1.74910  11.07027
C  7.34394  -2.44525  9.03024
C  7.57389  -3.96528  11.05304
C  7.15766  -5.29566  10.34160
O  6.22335  -5.13969  9.23622
H  9.13893  -4.23610  8.96744
H  10.16600  -3.83752  10.31738
H  9.93190  -2.61861  8.89506
H  8.82635  -2.18685  12.04095
H  7.60044  -1.06063  11.21195
H  9.39802  -1.08636  10.78193
H  7.41056  -3.23617  8.24097
H  7.78330  -1.50761  8.66718
H  6.36628  -2.46492  9.44711
H  6.63264  -3.46620  11.33016
H  8.19361  -4.17829  11.98907
H  6.73556  -5.95686  11.13811
H  8.02016  -5.76788  9.85248
H  5.35523  -4.87756  9.60898
C  -4.96957  -5.78821  11.79547
N  -5.40742  -4.66140  10.93718
C  -5.06784  -4.88042  9.46046
C  -6.93387  -4.69528  10.99198
C  -4.84936  -3.36794  11.52438
C  -3.53995  -2.79564  11.14051
O  -3.50694  -2.41269  9.80934
H  -5.22228  -6.71613  11.25837
H  -5.45320  -5.76574  12.76934
H  -3.91841  -5.66201  11.97939
H  -5.65388  -5.67111  9.03024
H  -4.06528  -5.30281  9.56027
H  -5.16079  -3.94073  8.94731
H  -7.22062  -4.44950  9.99155
H  -7.36264  -3.96689  11.66167
H  -7.14438  -5.69649  11.29117
H  -4.87658  -3.54685  12.66263
H  -5.61892  -2.60938  11.18833
H  -2.66358  -3.33227  11.46014
H  -3.46745  -1.98931  11.86014
H  -2.79719  -1.91128  9.59247
C  1.70528  4.21217  -2.65946
N  2.18835  5.53858  -3.24204
C  1.25968  5.89131  -4.39193
C  2.14351  6.61536  -2.13679
C  3.48650  5.27133  -3.96367
C  4.59242  4.69427  -3.12897
O  4.94035  5.59695  -2.11891
H  2.33971  3.78664  -1.86230
H  1.48584  3.56816  -3.52057
H  0.74757  4.43662  -2.12444
H  1.41043  5.24209  -5.27132
H  1.42506  6.86280  -4.87634
H  0.23008  5.82673  -4.00239
H  2.42101  7.55150  -2.69235
H  2.83953  6.30693  -1.41941
H  1.16245  6.66672  -1.83822
H  3.83102  6.25305  -4.29652
H  3.25404  4.64351  -4.81395
H  5.43119  4.54447  -3.85211
H  4.38684  3.78105  -2.70596
H  5.88062  5.74785  -2.32849
C  -7.41868  4.93154  -9.78078
N  -6.93899  3.83665  -10.77908
C  -7.05258  4.43259  -12.16707
C  -5.39887  3.64788  -10.59962
C  -7.74890  2.58667  -10.64521
C  -7.35327  1.42935  -11.53457
O  -6.23699  0.79475  -10.92650
H  -7.30292  4.54770  -8.77776
H  -8.42479  5.24091  -9.90648
H  -6.71664  5.73870  -9.92662
H  -6.77092  5.51808  -12.16699
H  -8.05761  4.34568  -12.59949
H  -6.38373  3.91148  -12.83779
H  -5.04004  2.95345  -11.37414
H  -5.26725  3.19820  -9.63965
H  -4.91215  4.63230  -10.57184
H  -8.77277  2.90536  -11.02939
H  -7.80012  2.27951  -9.59924
H  -7.25353  1.75914  -12.58498
H  -8.15312  0.75673  -11.49037
H  -6.14420  -0.13380  -11.27022
C  5.44983  -2.58335  -8.74875
N  6.29513  -3.52618  -7.93050
C  7.65259  -3.52759  -8.54276
C  6.48221  -3.01703  -6.49102
C  5.60679  -4.86314  -7.95424
C  6.30896  -5.96585  -7.17665
O  7.47986  -6.42783  -7.97003
H  4.64384  -2.21135  -8.11932
H  5.07820  -3.08435  -9.63005
H  6.13368  -1.71679  -8.99731
H  7.48350  -3.89609  -9.55815
H  8.30649  -4.22675  -8.03634
H  8.00193  -2.53175  -8.66963
H  6.96449  -3.75090  -5.86429
H  5.49587  -2.92472  -6.02150
H  6.88722  -2.03588  -6.50679
H  5.43159  -5.13227  -8.98321
H  4.62908  -4.63121  -7.47860
H  5.49846  -6.67590  -6.96521
H  6.65167  -5.64060  -6.17756
H  7.15632  -7.16551  -8.47081
C  2.38206  -2.75442  1.53512
C  3.71233  -3.59956  1.56599
O  4.39496  -3.75047  2.60060
O  3.95004  -4.34997  0.53861
H  1.62421  -3.48961  1.71006
H  2.31996  -2.36118  0.51968
H  2.12307  -1.98174  2.26341

Force components x, y, z for each atom (eV/Å):
C -0.333 2.350 -0.348
C 0.942 -1.539 0.133
C -0.167 1.338 -0.588
O 0.092 -0.492 -1.082
C 1.494 2.400 -0.010
N 1.102 0.086 0.161
H 0.126 -0.386 -0.257
H -1.348 -1.155 -0.161
H -0.041 0.842 -0.057
H -0.541 -0.065 -0.717
H 0.012 -1.850 -0.165
H -0.046 0.047 0.533
H 0.094 0.576 1.065
H -0.041 -0.180 1.006
H 0.198 0.554 -0.102
H 0.671 -0.141 0.811
H -2.414 -1.682 0.791
H 0.029 -0.841 -1.011
C 1.105 -0.116 2.805
C 1.801 -0.963 -1.669
C 3.753 3.965 0.488
O -2.879 -4.358 -0.117
C 1.405 0.077 0.647
N -2.392 0.505 -1.166
H 1.351 -1.010 0.520
H -0.065 0.757 1.487
H 1.119 -0.238 1.331
H -0.118 0.692 -0.903
H -0.147 0.373 -0.754
H 0.008 -0.766 -0.165
H -1.212 -0.317 -0.958
H -1.363 -0.676 -1.421
H 0.025 -0.150 0.130
H 0.208 0.656 -0.094
H -0.533 0.920 0.566
H -0.556 -0.360 -0.271
C 0.435 -0.462 -0.535
N -0.537 0.695 -3.749
C -1.616 -1.415 -0.714
C 1.547 0.033 1.089
C 2.452 -2.440 4.052
C -0.037 -0.619 -0.599
O -0.496 -1.489 0.496
H -0.083 0.062 1.722
H 0.109 0.862 -0.009
H -0.949 0.842 1.081
H 0.938 -0.149 0.358
H 0.818 -0.612 -0.730
H -0.719 0.920 1.372
H -0.101 0.369 0.083
H -0.447 -0.029 -0.558
H -1.185 -0.827 -0.767
H 0.677 0.888 -0.980
H -0.701 1.507 -0.759
H -0.042 -0.104 -0.060
H -0.059 0.302 0.702
H -0.070 1.647 -1.513
C -0.211 -0.626 1.181
N -1.213 0.713 -0.563
C -1.112 1.686 1.482
C 2.064 -1.520 -0.188
C -0.253 -0.550 -0.107
C -0.024 0.281 -0.410
O -0.056 0.471 1.493
H 0.390 -0.493 -0.846
H 0.148 0.653 -0.560
H 0.193 -0.319 0.324
H -0.090 0.475 -0.166
H 1.914 -1.712 -0.374
H -0.559 -0.680 -0.444
H -0.219 0.850 0.686
H -0.658 -0.123 0.198
H -0.768 0.704 0.026
H 0.436 -0.045 0.318
H -0.727 0.310 -1.440
H 0.460 0.415 -0.635
H -0.215 -0.114 0.530
H 0.616 -0.357 -0.349
C 0.324 -0.597 -0.483
N -1.052 0.034 -0.063
C 1.486 -0.645 1.929
C 0.988 0.777 -0.183
C -2.421 0.287 0.794
C 0.943 0.071 0.859
O -3.723 -2.308 0.236
H 0.363 0.219 0.448
H -0.297 0.156 -0.149
H 0.606 -0.370 -0.152
H -0.685 -0.165 0.101
H 0.270 0.618 -0.851
H 0.215 0.174 -0.217
H -0.772 -0.072 -0.372
H 0.166 0.087 0.475
H -0.808 -0.509 -0.098
H -0.127 0.589 -1.781
H 0.800 -0.620 0.766
H 0.396 -1.144 -0.271
H -0.213 0.966 -0.080
H 3.442 2.403 -0.747
C -1.478 0.839 0.469
N -0.612 -1.160 -0.665
C -0.982 0.103 -0.110
C 1.951 0.470 -3.996
C 0.530 0.970 0.713
C 0.755 1.488 -1.789
O 1.422 0.280 -0.250
H 0.205 0.344 -0.872
H 0.335 -0.164 0.539
H 0.608 -0.187 -0.662
H -0.202 -0.402 0.889
H 0.288 0.183 1.037
H 0.405 0.111 -0.392
H -0.037 -0.702 1.044
H 0.879 -0.019 1.202
H -2.210 0.096 0.931
H -0.071 -0.087 -0.249
H -0.026 -0.154 -0.068
H -0.499 -0.020 0.476
H -0.708 -2.354 0.840
H -0.474 0.547 0.990
C 1.707 -1.348 -0.225
N 1.068 1.811 -0.303
C -0.314 0.805 -0.514
C -1.233 -0.123 0.142
C -1.688 0.583 -1.069
C 1.002 0.748 0.512
O 0.583 -1.134 -0.870
H 0.083 -0.238 0.221
H -0.909 0.042 -0.663
H -0.118 0.373 0.031
H -0.183 -1.084 0.266
H 0.089 0.004 0.539
H 0.165 -0.117 -0.030
H -0.144 0.543 0.307
H 0.141 -0.423 0.618
H -0.299 -0.347 -0.473
H 1.041 -0.379 0.884
H 0.110 0.168 -0.110
H 0.444 -0.277 0.339
H -1.532 -0.920 -0.169
H -0.148 1.414 0.379
C 1.217 1.480 0.836
N 0.503 0.748 0.860
C -0.580 -1.574 -1.356
C -2.269 -0.789 -0.446
C -0.463 0.576 1.538
C 0.924 0.182 -0.848
O -1.869 0.900 1.907
H -0.138 -0.146 -0.148
H 0.072 -0.040 -0.191
H -1.079 -0.918 0.016
H 0.325 -0.174 0.029
H 0.130 0.233 0.143
H 0.450 0.772 0.509
H 0.828 0.124 -0.322
H -0.108 0.019 -0.364
H 0.860 0.563 -0.105
H 0.133 -0.163 -0.329
H 0.399 -0.344 -0.311
H 0.655 -0.557 -0.344
H 0.069 -0.169 -0.641
H 0.050 -0.816 -0.558
C 1.389 -0.635 -1.104
C 0.063 0.960 5.687
O -1.368 0.808 -2.256
O -1.601 0.612 -2.629
H -0.614 -0.653 -0.373
H -0.465 0.016 0.068
H 1.251 -0.101 0.086

LUMO level in Eh: -0.334
HOMO-LUMO gap in eV: 0.669
Net charge: +7
M in g mol⁻¹: 864.37
2S+1: 1
Relative energy (zero: lowest compared OMol25 entry of this formula, charge and spin) in kcal/mol: 191.9